No. 1
Below is a cluster of 12 separate species, C21H69N3O12 in total at a distorted geometry, with properties calculated with ωB97M-V with the def2-TZVPD basis set.

```
105
Properties=species:S:1:pos:R:3:forces:R:3
C -2.45712 -2.33203 2.80408 0.736 -0.489 -0.403
O -1.23274 -2.41895 3.49513 0.732 0.311 0.636
H -2.72502 -1.29025 2.62794 -0.477 -0.069 0.125
H -2.17127 -2.78392 1.85425 -0.701 -0.027 -0.337
H -3.19990 -2.94731 3.31183 -0.402 0.350 -0.271
H -1.35139 -2.04139 4.36976 0.099 -0.036 0.167
C 2.85505 0.13087 4.84584 -0.872 -0.131 0.130
O 2.80807 1.23073 5.73003 0.487 0.168 -0.038
H 3.80089 -0.40409 4.93135 -0.095 0.201 0.128
H 2.02266 -0.53044 5.08643 0.142 -0.531 0.070
H 2.68014 0.41836 3.80909 0.311 0.261 -0.314
H 1.90115 1.53794 5.79875 0.022 0.012 0.002
C -1.79998 -4.48652 -1.17771 0.118 0.428 0.657
O -0.96202 -5.18743 -0.26460 0.381 -0.552 -0.544
H -1.91830 -3.55145 -0.63022 -0.942 0.619 -0.763
H -1.34832 -4.29588 -2.15124 0.581 -0.185 0.245
H -2.73402 -5.00153 -1.40231 -0.175 0.069 0.352
H -1.37495 -5.07618 0.59488 0.045 -0.273 0.094
C 1.53737 -3.76473 4.36055 0.936 0.113 -0.403
O 2.93606 -3.96179 4.46078 0.664 -0.025 0.116
H 1.31144 -3.46416 3.33746 -0.407 -0.138 -0.123
H 1.02030 -4.68943 4.61683 -0.459 0.412 0.222
H 1.35930 -2.89457 4.99238 -0.589 -0.372 0.218
H 3.17395 -4.86551 4.24104 -0.102 -0.017 -0.027
C -5.26616 -0.05809 1.14803 -1.702 -1.997 -0.335
O -6.20637 -1.12776 1.62022 1.527 1.241 0.343
H -5.41229 0.77630 1.83400 0.029 0.005 -0.404
H -4.22423 -0.37610 1.11127 0.044 -0.304 0.578
H -5.50208 0.12055 0.09897 -0.223 0.747 0.155
H -6.60800 -1.64526 0.91846 0.318 0.320 -0.378
C -2.93570 2.23978 3.10632 -2.024 -0.793 1.070
O -3.55733 3.40357 3.66369 0.876 0.286 -0.394
H -3.04994 2.17690 2.02415 0.738 0.331 -0.186
H -1.97348 1.98565 3.55090 0.231 0.770 -0.431
H -3.58878 1.45187 3.48153 0.209 -0.784 -0.181
H -4.49998 3.22288 3.64484 -0.029 0.213 0.094
C 2.45160 -2.54838 -3.75071 1.872 -0.323 -0.354
O 1.27979 -1.86595 -4.05979 -0.750 0.013 0.000
H 3.23972 -2.31010 -4.46499 0.194 0.441 -0.088
H 2.83612 -2.23160 -2.78123 -0.298 -0.177 0.126
H 2.41947 -3.63344 -3.84932 -0.616 -0.171 0.569
H 1.03764 -2.17574 -4.93556 -0.439 0.282 -0.202
C -2.71864 0.83325 -5.25782 -0.352 -0.449 1.092
O -2.04692 -0.36548 -5.02472 0.821 -1.324 -1.994
H -3.40594 0.82312 -4.41187 -0.528 1.358 -0.031
H -2.00954 1.66092 -5.27339 -0.306 0.417 -0.008
H -3.31491 0.79907 -6.16963 0.293 -0.122 -0.058
H -1.70030 -0.42102 -4.13121 -0.392 0.243 0.329
C 1.37116 2.95448 -4.34373 0.486 -0.496 1.044
O 2.64711 3.02079 -4.93239 0.088 -0.247 -0.780
H 1.05826 3.94167 -4.00367 -0.252 -0.128 0.193
H 0.54782 2.41346 -4.81011 0.113 0.300 -1.156
H 1.58722 2.26372 -3.52870 -0.235 0.442 0.772
H 2.65334 3.50247 -5.76279 -0.225 0.092 -0.056
C -1.94156 0.71731 -0.97425 0.579 0.165 1.024
C -0.69719 0.32403 -1.74041 -1.422 -0.772 0.603
C 0.44024 -0.13183 -0.80919 -0.860 -1.029 1.121
O -0.04032 -1.07543 0.20818 0.761 0.755 -0.716
C 0.95736 -1.77384 0.97266 -1.053 0.114 -0.830
N -1.11911 -0.75121 -2.59237 1.779 -0.555 -0.243
H -2.29392 -0.12092 -0.37315 -0.153 -0.297 -0.291
H -2.71412 1.00164 -1.68868 0.078 0.333 0.372
H -1.66709 1.44098 -0.20674 -0.489 0.693 -0.284
H -0.35113 1.15688 -2.35254 0.301 -0.034 0.067
H 0.66577 0.75706 -0.22002 0.673 0.292 0.114
H 1.27591 -0.65613 -1.27271 0.360 0.547 -0.096
H 0.43505 -2.65797 1.33818 0.368 0.236 0.367
H 1.30941 -1.06539 1.72249 -0.161 -0.003 0.553
H 1.85721 -1.95819 0.38582 0.348 -0.149 -0.369
H -1.27978 -1.60959 -2.08495 -0.703 -0.059 0.411
H -0.27977 -1.00086 -3.09565 0.302 -0.406 -1.019
C -1.98223 6.28193 1.32586 0.214 -1.118 -0.171
C -3.30548 6.56828 0.62630 1.082 0.370 -0.640
C -3.71544 5.27758 -0.26949 0.813 1.966 0.065
O -2.76255 5.24266 -1.36257 -0.124 -0.628 0.128
C -3.05215 4.37355 -2.47794 0.620 1.028 0.311
N -4.13508 7.10009 1.67463 -2.349 -0.550 0.916
H -2.28029 5.77998 2.24635 0.436 -0.183 0.234
H -1.35381 7.13628 1.57741 -0.333 0.133 -0.154
H -1.39467 5.57162 0.74419 0.222 0.115 -0.054
H -3.13792 7.46612 0.03141 -0.087 -0.541 -1.053
H -4.69402 5.30329 -0.74889 -0.345 0.213 0.536
H -3.62583 4.47383 0.46129 0.031 -0.718 -0.355
H -2.24030 4.45825 -3.20032 0.719 -0.126 0.535
H -3.82641 4.75565 -3.14324 -0.991 -0.237 0.664
H -3.13927 3.33296 -2.16540 -0.417 -0.010 -0.111
H -5.09312 6.78147 1.64750 -0.637 0.412 -0.958
H -3.96878 6.76399 2.61244 1.161 -0.210 0.117
C 4.90345 -2.73556 1.79698 0.166 0.203 1.130
C 5.34469 -1.76008 0.70179 0.146 -3.312 -0.455
C 6.54170 -2.41104 -0.11810 -0.010 0.260 -0.525
O 6.37074 -3.69638 -0.72158 -1.191 -0.241 0.382
C 7.34694 -3.93128 -1.73640 -0.495 0.640 0.174
N 4.19459 -1.63889 -0.15788 -0.921 1.240 -1.512
H 4.77539 -3.75520 1.43361 0.433 0.032 -0.436
H 3.92611 -2.53460 2.23576 -0.035 0.598 -0.074
H 5.58412 -2.76974 2.64764 0.190 -0.070 -0.097
H 5.60048 -0.73031 0.95128 0.364 -0.356 0.647
H 7.45214 -2.53614 0.46802 0.146 0.860 0.202
H 6.62122 -1.76332 -0.99116 0.799 0.687 0.163
H 8.34853 -3.78535 -1.33191 0.179 -0.480 0.024
H 7.24540 -3.19942 -2.53776 -0.123 0.253 -0.168
H 7.16111 -4.90573 -2.18808 0.215 -0.052 0.453
H 4.42969 -0.88111 -0.78285 -0.381 0.541 -0.293
H 4.06438 -2.39168 -0.81852 0.294 -0.837 0.322
```
Forces are in eV/Å.

Results
<S²>	0.755
calculated total energy	-1907.9553	a.u.
net charge	+1
molar mass	555.792	g mol⁻¹
spin multiplicity	2
max |F|	3.35	eV/A

Results of the Löwdin charge analysis, in e, for atoms 1 through 6: -0.13 -0.14 0.07 0.06 0.10 0.09

=====

No. 2
Below is a cluster of 2 separate species, C7H6Cl2NOPS in total at a distorted geometry, with properties calculated with ωB97M-V with the def2-TZVPD basis set.

```
19
Properties=species:S:1:pos:R:3:forces:R:3
C -0.77880 1.08703 1.28760 -1.224 0.471 1.392
C 0.44976 1.16817 0.73076 3.426 0.145 -1.386
C -1.69411 0.05549 0.83996 -0.593 2.426 1.549
C 0.82998 0.25295 -0.22315 0.926 -2.008 -1.489
C -1.29260 -0.84236 -0.16440 -1.868 -0.175 1.666
C -0.00876 -0.82209 -0.64679 0.347 1.407 -0.659
C 0.15122 0.56791 -4.39853 0.937 2.224 2.155
N 1.51910 -1.14198 -2.82253 3.347 0.116 -2.806
O 1.09809 1.21156 -4.67641 -0.654 -0.308 -0.399
P 0.26136 -1.73255 -2.16239 -1.079 -0.474 4.947
S -1.07009 -3.01405 -2.74210 -0.971 -1.020 -0.845
Cl -0.42208 -0.79371 -5.14640 -0.847 -1.077 -1.405
Cl -0.78270 0.96954 -2.86595 0.025 0.347 -1.614
H -0.87247 1.89138 2.10260 -1.089 -1.603 -1.172
H 1.32807 1.88948 0.88416 -2.027 -0.576 0.560
H -2.74322 0.22784 1.32699 1.880 -1.202 -1.331
H 1.83010 0.31066 -0.69226 -0.701 0.100 0.335
H -1.96629 -1.61698 -0.55955 0.025 0.593 0.383
H 1.93284 -1.83802 -3.46272 0.141 0.613 0.118
```
Forces are in eV/Å.

Results
<S²>	2.020
calculated total energy	-2060.1016	a.u.
molar mass	254.078	g mol⁻¹
spin multiplicity	3
max |F|	5.09	eV/A

Results of the natural (NBO) charge analysis, in e, for atoms 1 through 6: -0.22 -0.23 -0.22 -0.19 -0.22 -0.40

=====

No. 3
Below is a structure of composition C13H13CoN4O2S2 at a distorted geometry, with properties calculated with ωB97M-V with the def2-TZVPD basis set.

```
35
Properties=species:S:1:pos:R:3:forces:R:3
Co -0.50147 -0.05012 1.54067 -0.650 -1.005 0.901
O -1.81040 -0.54034 2.53675 0.209 0.251 -0.365
N 4.05551 -4.07336 0.54735 -0.011 0.002 -0.013
C 3.64576 -3.27682 1.27893 0.033 -0.010 -0.058
N 3.25326 -2.36473 2.15677 0.110 -0.034 0.087
C 2.19057 -1.69818 1.97253 -0.011 -0.019 -0.026
N 1.23879 -1.02300 1.88834 -0.427 0.569 -0.388
O -0.20258 1.98136 1.23424 0.670 -0.485 -0.503
S 0.90071 1.77686 0.17102 -0.043 0.240 -0.247
C 1.08320 3.37309 -0.67667 -0.146 -0.036 0.093
C 2.54561 3.78537 -0.54820 -0.021 0.027 -0.081
C 2.98332 3.33292 0.83839 -0.026 0.005 0.122
C 2.52240 1.88838 0.96588 -0.117 0.036 0.217
H 0.39916 4.01874 -0.12086 0.075 0.068 -0.018
H 0.72541 3.26766 -1.69818 -0.001 0.010 -0.003
H 2.65164 4.85973 -0.69535 0.012 -0.002 0.009
H 3.14236 3.28639 -1.31521 0.010 0.016 0.003
H 2.48061 3.93848 1.59582 0.039 0.005 0.017
H 4.05675 3.42186 0.99865 0.006 -0.002 -0.039
H 2.38588 1.52457 1.98331 0.024 -0.012 -0.013
H 3.15287 1.17240 0.43584 0.061 0.072 -0.033
S -0.80723 -2.45780 -2.47899 -0.073 0.043 0.071
C -0.21389 -1.51202 -1.17352 -0.084 -0.172 -0.023
N -1.08608 -1.14788 -0.29191 0.319 0.420 0.381
C -2.35508 -1.62107 -0.60739 -0.009 0.094 0.033
C -3.51129 -1.41219 0.14781 -0.049 -0.077 -0.108
C -4.68811 -1.95441 -0.32217 0.000 0.020 0.039
C -4.73175 -2.69206 -1.51428 0.052 0.007 -0.006
C -3.59321 -2.90585 -2.26230 0.024 0.022 0.040
C -2.39914 -2.35927 -1.79149 0.008 -0.064 -0.090
H 0.83754 -1.27627 -1.09249 0.005 0.018 0.009
H -3.45666 -0.86090 1.07789 0.020 -0.005 0.001
H -5.59938 -1.81575 0.24407 0.003 0.004 0.003
H -5.67430 -3.10516 -1.84747 0.003 -0.006 -0.014
H -3.62078 -3.48066 -3.17779 -0.014 -0.002 -0.001
```
Forces are in eV/Å.

Results
<S²>	6.023
calculated total energy	-3051.7545	a.u.
molar mass	380.340	g mol⁻¹
spin multiplicity	5
max |F|	1.50	eV/A
ΔE to the lowest compared entry with this formula, charge and spin	66.4	kJ/mol

Results of the natural (NBO) charge analysis, in e, for atoms 1 through 6: 1.44 -0.72 -0.45 0.43 -0.67 0.63